No. 1
Computed, not measured: one molecule with the formula C6H9N, with ωB97M-V/def2-TZVPD.

lowest unoccupied orbital energy	1.03	eV
strongest force on any atom	0.49	eV/A
total charge	0
SMILES string	C#CC[C@]1(C)CN1
energy	-288.67749	hartree

Geometry as XYZ:
```
16
Properties=species:S:1:pos:R:3:forces:R:3
C -0.4532 2.4325 -1.6882 0.0 -0.4 0.1
C -0.5163 1.2568 -1.4363 0.0 0.5 -0.1
C -0.5626 -0.1761 -1.1293 0.0 -0.1 0.0
C 0.0645 -0.5067 0.2192 -0.1 0.1 0.0
C -0.7427 -0.0776 1.4240 0.0 0.0 0.0
C 1.5387 -0.5690 0.3088 0.2 0.3 0.0
N 0.7442 -1.7997 0.2372 -0.1 -0.2 0.1
H -0.3995 3.4723 -1.9232 0.0 -0.2 0.1
H -1.6049 -0.5220 -1.1487 0.2 0.0 0.0
H -0.0267 -0.7353 -1.9042 -0.1 0.1 0.1
H -0.9690 0.9932 1.3711 0.0 -0.2 0.0
H -0.1999 -0.2688 2.3572 -0.1 0.0 -0.2
H -1.6941 -0.6235 1.4662 0.1 0.1 0.0
H 2.1446 -0.3541 -0.5694 -0.1 -0.1 0.1
H 2.0016 -0.2979 1.2567 -0.1 -0.1 -0.1
H 0.6754 -2.2243 1.1590 0.0 0.0 -0.1
```
Forces are in eV/Å.

***

No. 2
Computed, not measured: one molecule with the formula C6H9N, with ωB97M-V/def2-TZVPD.

lowest unoccupied orbital energy	1.06	eV
strongest force on any atom	5.10	eV/A
total charge	0
SMILES string	C1=CC2CN(C1)C2
energy	-288.60049	hartree

Geometry as XYZ:
```
16
Properties=species:S:1:pos:R:3:forces:R:3
C -0.0379 -1.5029 0.8921 1.3 0.5 -0.3
C -0.6026 -0.3401 1.2438 -1.6 0.8 1.1
C -0.6025 0.9367 0.4751 0.0 1.9 1.7
C -0.8989 0.6606 -0.9410 4.7 1.0 -1.8
N 0.5375 0.0421 -1.0769 0.5 1.4 1.0
C 0.5904 -1.4215 -0.6097 -0.2 3.3 2.2
C 0.9700 1.1215 0.0038 -2.2 -2.0 -0.4
H 0.2692 -2.2178 1.7313 -0.9 0.4 -1.8
H -1.2632 0.0480 2.0547 1.1 -2.3 0.8
H -1.2714 1.7671 1.1570 2.1 -1.8 -2.2
H -1.5352 0.0026 -1.3992 -2.5 -1.4 -0.3
H -0.6611 1.5004 -1.6098 -1.2 0.3 0.2
H 1.6442 -1.7028 -0.6814 -0.3 -0.4 0.1
H -0.0084 -1.7437 -1.4271 -0.5 -1.7 -0.1
H 1.8241 0.6940 0.5777 -0.8 0.9 0.1
H 1.0457 2.1558 -0.3905 0.6 -0.9 -0.2
```
Forces are in eV/Å.

***

No. 3
Computed, not measured: C6H9N as an isolated structure, with ωB97M-V/def2-TZVPD.

lowest unoccupied orbital energy	0.91	eV
strongest force on any atom	2.58	eV/A
total charge	0
energy	-288.62411	hartree

Geometry as XYZ:
```
16
Properties=species:S:1:pos:R:3:forces:R:3
C -1.4450 0.6838 0.8644 0.3 1.4 -0.3
N -0.6877 -0.4574 0.4002 -0.4 -0.4 0.0
C 0.8102 -0.6862 0.5993 0.1 0.0 0.2
C 0.7230 -1.4828 -0.7091 0.2 0.0 -0.2
C -0.2527 -0.3283 -1.0257 -0.4 0.0 -0.1
C 0.5711 0.9783 -0.9023 -0.6 0.2 0.9
C 1.3872 0.6444 0.1154 -0.2 0.3 0.2
H -2.4401 0.6045 0.4151 0.0 -0.2 0.3
H -1.5156 0.6727 1.9608 0.0 0.2 -0.4
H -1.0834 1.7340 0.4487 -0.6 -1.9 1.5
H 1.1342 -1.1142 1.5532 0.0 0.1 -0.3
H 0.1847 -2.4264 -0.5758 0.1 0.3 -0.1
H 1.6376 -1.6082 -1.2882 -0.1 0.2 0.0
H -1.0209 -0.4219 -1.7969 0.1 0.1 0.1
H -0.0368 1.9208 -0.7554 1.7 -0.4 -1.9
H 2.0342 1.2870 0.6964 -0.1 0.1 0.0
```
Forces are in eV/Å.

***

No. 4
Computed, not measured: C6H9N as an isolated structure, with ωB97M-V/def2-TZVPD.

lowest unoccupied orbital energy	0.94	eV
strongest force on any atom	0.35	eV/A
total charge	0
energy	-288.56602	hartree

Geometry as XYZ:
```
16
Properties=species:S:1:pos:R:3:forces:R:3
C 1.6409 -0.6896 0.8491 0.0 0.0 0.0
C 0.4121 -0.0475 0.2417 0.1 -0.2 -0.1
C 0.5039 0.8519 -0.9718 0.0 0.0 -0.1
C -0.5038 1.5191 -0.0770 -0.1 0.0 -0.2
C -1.7330 0.5651 -0.0470 -0.2 0.2 0.2
N -1.8082 -0.6132 -0.9087 0.1 0.0 -0.3
C -0.9953 -0.6828 0.2716 0.1 -0.1 0.2
H 1.4411 -1.0566 1.8617 0.0 0.1 -0.2
H 2.4740 0.0185 0.8990 -0.1 -0.1 0.0
H 1.9537 -1.5398 0.2308 0.0 0.1 0.1
H 1.4579 1.3717 -1.0584 -0.1 -0.1 0.0
H 0.1910 0.4372 -1.9270 0.0 0.1 0.1
H 0.1884 0.9256 0.9925 0.0 0.0 0.1
H -2.6655 0.9006 0.3937 0.2 -0.1 -0.1
H -1.3025 -0.5492 -1.7861 0.0 0.0 0.1
H -1.2549 -1.4112 1.0360 0.0 0.1 -0.1
```
Forces are in eV/Å.

***

No. 5
Computed, not measured: a 2-piece molecular cluster, C6H9N overall, with ωB97M-V/def2-TZVPD.

lowest unoccupied orbital energy	0.76	eV
strongest force on any atom	3.75	eV/A
total charge	0
SMILES string	CC#CC.CC#N
energy	-288.67361	hartree

Geometry as XYZ:
```
16
Properties=species:S:1:pos:R:3:forces:R:3
C 0.3919 2.2068 0.4893 -2.4 -2.7 1.1
C 0.8765 0.9144 -0.0113 0.5 2.5 0.2
C 1.4517 0.0332 -0.5606 0.3 -0.9 -0.2
C 1.7984 -1.1894 -1.2451 1.1 -0.3 0.8
H 0.5715 3.0760 -0.0905 -0.5 0.4 -1.1
H 0.8012 2.4317 1.4201 1.3 0.2 1.7
H -0.6631 1.9194 0.8489 0.8 1.5 -1.2
H 2.3625 -0.9816 -2.1756 -0.3 -0.5 0.6
H 0.8375 -1.6097 -1.4173 -0.7 -0.8 -0.9
H 2.3112 -1.8947 -0.5332 -0.1 0.7 -1.0
C -1.7214 -0.9157 1.0273 -2.5 -0.3 0.1
C -1.6767 -0.5916 -0.3989 -0.8 0.0 0.4
N -1.8827 -0.3334 -1.4965 0.3 0.0 -0.3
H -1.7065 -0.0039 1.6425 0.4 -0.4 -0.2
H -0.9929 -1.6566 1.2748 0.7 -0.1 0.4
H -2.7590 -1.4049 1.2260 1.7 0.8 -0.4
```
Forces are in eV/Å.

***

No. 6
Computed, not measured: C6H9N as an isolated structure, with ωB97M-V/def2-TZVPD.

lowest unoccupied orbital energy	0.06	eV
strongest force on any atom	0.59	eV/A
total charge	0
energy	-288.57386	hartree

Geometry as XYZ:
```
16
Properties=species:S:1:pos:R:3:forces:R:3
C 0.0595 -1.5263 1.1530 -0.1 -0.1 0.0
N -0.0200 -0.8383 -0.1250 0.3 0.0 -0.2
C 0.7713 -0.8619 -1.1339 0.0 0.0 0.2
C 0.2910 0.4015 -1.7652 0.0 0.1 -0.1
C -0.6911 0.4432 -0.5369 -0.1 0.0 0.0
C -0.5469 1.5006 0.5253 0.1 -0.1 0.1
C 0.1638 1.2241 1.6355 -0.1 0.6 -0.1
H 0.6517 -0.8020 1.7640 -0.2 -0.2 -0.1
H -0.9160 -1.5671 1.6359 0.0 -0.1 -0.3
H 0.4877 -2.5189 0.9976 0.0 0.0 0.0
H 1.5517 -1.5975 -1.3148 -0.1 0.1 0.0
H -0.1164 0.3259 -2.7774 0.0 0.0 0.2
H 1.0337 1.2037 -1.7125 -0.1 -0.2 0.0
H -1.7239 0.2392 -0.8547 0.2 0.0 0.2
H -1.1003 2.4159 0.2633 0.0 -0.1 0.2
H 0.1251 2.0533 2.3579 0.1 0.1 -0.2
```
Forces are in eV/Å.

***

Looking at energy relative to the best compared isomer or geometry (same formula, charge and spin) for the records above, in order, we have 65.60 113.92 99.10 135.55 68.04 130.63 kcal per mole.
Looking at HOMO level for the records above, in order, we have -9.56 -8.24 -8.30 -8.21 -9.26 -6.24 eV.